{"formula": "C22H40Br4CaCl3GaIN3Na2O6PS2", "method": "ωB97M-V/def2-TZVPD", "elements": ["C", "C", "O", "C", "Ga", "I", "C", "C", "C", "S", "C", "S", "N", "C", "C", "O", "C", "C", "P", "O", "H", "H", "H", "H", "H", "H", "H", "H", "H", "H", "H", "H", "H", "H", "H", "H", "H", "H", "H", "H", "H", "H", "H", "Na", "N", "C", "C", "C", "C", "C", "H", "H", "H", "H", "H", "Ca", "C", "Cl", "Cl", "H", "H", "C", "C", "O", "C", "H", "H", "H", "H", "H", "H", "Cl", "C", "N", "O", "O", "H", "H", "H", "Br", "Na", "C", "Br", "Br", "Br", "H"], "xyz": [[-5.2792, -4.5617, -2.6762], [-3.9468, -3.8478, -2.2697], [-2.8714, -4.7290, -2.6036], [-3.8662, -2.5359, -3.0125], [-2.0392, -1.7265, -3.1761], [-2.1271, -0.0984, -5.2276], [-1.6747, -0.4867, -1.5616], [-1.0731, -1.2344, -0.2743], [-1.1942, -0.2211, 0.9077], [0.2136, 0.9568, 0.9584], [-0.4078, 2.6419, 0.9701], [-0.0832, 3.5536, -0.3365], [-1.0692, 2.9999, 2.0939], [-0.1630, 3.2582, 3.2434], [-0.7187, 4.3741, 4.1136], [-0.7077, 5.5661, 3.3668], [-1.5363, 5.4880, 2.2142], [-2.0414, 4.0775, 1.8922], [-0.2867, -3.2251, -3.6474], [-0.0327, -3.9763, -2.3840], [-5.0442, -5.5910, -2.9366], [-6.0125, -4.5499, -1.8802], [-5.6630, -4.1283, -3.5923], [-4.0215, -3.7056, -1.1941], [-3.0590, -5.5433, -2.1357], [-4.3191, -2.5581, -3.9975], [-4.4578, -1.8231, -2.4379], [-2.6262, -0.0559, -1.2907], [-0.9826, 0.3294, -1.8811], [-0.0196, -1.6306, -0.4052], [-1.7159, -2.0731, -0.0427], [-2.1603, 0.2614, 0.8352], [-1.1587, -0.8106, 1.8290], [-0.1333, 2.3565, 3.8526], [0.8334, 3.5395, 2.9163], [-1.7060, 4.1647, 4.5237], [-0.0380, 4.4979, 4.9483], [-1.0277, 5.9719, 1.3881], [-2.4299, 6.0849, 2.4117], [-2.4785, 4.0753, 0.9040], [-2.8664, 3.8777, 2.5705], [0.9393, -2.5637, -3.9969], [-0.5802, -4.0291, -4.7713], [0.3735, -5.1980, -0.4929], [-3.1086, -2.7149, 0.9448], [-3.8198, -1.7527, 0.3575], [-4.9157, -1.1337, 0.9271], [-5.3200, -1.5348, 2.1929], [-4.5997, -2.5285, 2.8239], [-3.4943, -3.0791, 2.1682], [-3.4866, -1.4631, -0.6382], [-5.4501, -0.3567, 0.3927], [-6.2120, -1.0728, 2.6893], [-4.8831, -2.8762, 3.8072], [-2.9089, -3.8621, 2.6298], [0.5611, -0.0085, -2.2413], [-1.3541, 4.3026, -5.2610], [-0.1105, 4.5461, -6.4904], [-1.4667, 2.5749, -4.7840], [-1.1079, 4.9021, -4.3919], [-2.3118, 4.6085, -5.6637], [5.9564, -2.6306, -0.4812], [5.0142, -2.2725, -1.5998], [3.9984, -1.6330, -1.3963], [5.3808, -2.7401, -2.9815], [5.5767, -2.2377, 0.4590], [6.0397, -3.7144, -0.3982], [6.9397, -2.1994, -0.6710], [5.4406, -3.8288, -3.0033], [6.3401, -2.3139, -3.2771], [4.6207, -2.4165, -3.6887], [-8.0780, -1.4800, 3.1201], [4.5309, 0.7798, 0.8237], [5.8939, 1.3146, 1.0422], [6.8515, 0.6538, 0.6344], [5.9905, 2.3802, 1.6134], [4.6032, -0.1692, 0.3075], [4.0709, 0.6541, 1.8011], [3.9871, 1.5067, 0.2238], [-1.7286, -1.3429, 3.0835], [8.4739, 2.1629, 1.0777], [9.1507, 4.7637, 5.3212], [7.4669, 4.3425, 6.1371], [9.6434, 3.4431, 3.9882], [9.1784, 6.5382, 4.5945], [9.9060, 4.7161, 6.0917]], "lowdin_charge": [-0.0196, -0.4764, -0.0942, -0.2253, -0.0091, 0.4439, -0.3789, -0.3301, -0.6421, 0.8095, -1.1184, 0.6611, -0.1512, -0.1170, -0.1863, -0.1210, -0.1804, -0.1652, 0.5761, -0.6237, 0.0720, 0.0849, 0.0698, 0.1064, 0.0824, 0.0533, 0.0720, 0.0753, -0.1214, 0.0857, 0.0468, 0.0825, -0.4448, 0.1258, 0.1242, 0.1357, 0.1311, 0.1024, 0.1256, 0.1098, 0.1298, -0.0565, -0.0063, 0.7737, -0.0539, -0.2372, -0.0429, -0.1618, -0.1116, -0.3321, 0.0469, 0.1076, -0.1137, 0.1101, 0.0751, 1.2992, -0.9779, 0.5059, 0.2493, 0.0218, 0.0304, -0.0103, -0.4879, 0.0201, -0.0066, 0.0756, 0.0978, 0.0921, 0.0971, 0.0960, 0.0823, -0.4856, 0.0867, -0.3938, 0.0092, 0.0980, 0.0604, 0.1269, 0.1174, 0.4505, 0.6936, -1.6243, 0.6160, 0.5652, 0.6181, -0.0211], "lumo_energy_ev": -5.0, "e_homo_ha": -0.2390, "mol_weight_g_mol": 1246.35, "charge": 1, "e_tot_ev": -476647.3175, "gap_ev": 1.52}